# 1
6
Properties=species:S:1:pos:R:3:forces:R:3:mulliken_charge:R:1 method="wB97M-V/def2-TZVPD" multiplicity=1 relative_energy_kcal_mol=11.1 orbital_gap_ha=0.3091 lumo_energy_ev=-0.55 charge=0 fmax_ev_per_a=2.4 smiles="S=C(S)S"
C -0.05592 -0.61869 0.27388 -0.4121 -2.3093 -0.4201 0.139
H 0.86191 1.56172 0.29996 0.1651 -0.5183 0.2640 0.114
H -0.73905 1.10648 -1.17180 -0.3174 -0.7763 -0.2203 0.105
S 1.17671 0.39955 0.94795 -0.5070 0.5593 -0.3365 -0.049
S -1.05006 -0.23634 -1.14946 0.8506 1.2319 0.9962 -0.056
S -0.19359 -2.21272 0.79947 0.2208 1.8127 -0.2831 -0.253



# 2
73
Properties=species:S:1:pos:R:3:forces:R:3:mulliken_charge:R:1 method="wB97M-V/def2-TZVPD" multiplicity=1 orbital_gap_ha=0.3169 lumo_energy_ev=0.07 charge=0 fmax_ev_per_a=8.0 smiles="C=CC[C@]1(Cl)COS(=O)(=O)O1.ClCCl.ClCCl.ClCCl.ClCCl.ClCCl.ClCCl.ClCCl.ClCCl.ClCCl.ClCCl.ClCCl"
C -0.07796 0.03077 2.61366 3.8733 -2.1631 -2.2571 -1.062
C 0.91684 -0.82808 1.85496 -2.8807 2.3250 2.9650 0.276
C 1.77004 -1.96053 2.74135 -0.4471 1.3728 -1.4447 -0.376
C 2.82665 -1.13264 3.70273 0.0901 -2.2567 0.0500 -0.306
Cl 3.26986 0.63359 3.19446 -0.9875 -1.5665 0.4285 0.005
C 4.36547 -1.76256 3.88467 -1.1590 1.2434 -1.5381 0.148
O 4.80360 -1.10297 5.15193 -2.5375 -0.3606 0.0456 -0.293
S 3.44054 -0.69407 6.09873 -2.1843 2.1944 7.3509 0.980
O 3.17463 0.78422 6.47702 1.7075 -4.5553 -3.0948 -0.559
O 3.39008 -1.40604 7.50676 0.6601 1.1054 -6.4442 -0.582
O 2.17708 -1.18762 5.05241 4.1447 1.0475 -0.6851 -0.060
H 0.16291 0.15270 3.77633 -0.8635 0.1146 -3.1100 0.280
H -0.97194 0.58346 2.09895 2.2419 -0.8032 1.0093 0.231
H 1.09115 -0.73558 0.69166 -0.6090 -0.1595 3.3279 0.401
H 2.29363 -2.66890 1.95587 -0.7881 1.5859 1.9274 0.286
H 1.02337 -2.61463 3.38974 1.8338 1.6434 -1.2217 0.024
H 4.88568 -1.28916 2.92011 -0.4756 -1.1402 3.0775 0.305
H 4.48798 -2.92773 3.86952 -0.4993 2.2727 0.5490 0.249
C -0.46920 -1.40556 -1.91738 -0.1276 -0.2257 -0.3915 0.706
Cl 0.63059 -2.15786 -0.75552 -0.6630 -0.8237 -1.0804 -0.094
Cl -0.67510 0.31658 -1.57521 0.0316 0.0141 0.1229 -0.155
H -0.05809 -1.52177 -2.92307 0.0663 0.1522 0.2863 -0.026
H -1.44225 -1.89908 -1.85722 0.6135 0.3697 0.1058 -0.368
C -1.26074 -2.74052 5.74879 -0.3779 0.0643 0.4494 0.472
Cl -0.25446 -4.18317 5.57110 0.0336 -0.1153 0.0285 -0.189
Cl -0.75891 -1.47249 4.62383 -1.1674 -0.9729 1.0106 -0.140
H -2.30115 -3.00523 5.54534 0.4461 0.0011 -0.0259 -0.554
H -1.16841 -2.36605 6.77116 0.1182 -0.1207 -0.2557 0.329
C 2.63068 3.40524 8.31754 0.3658 -0.3567 -0.1466 0.368
Cl 1.59884 4.59738 7.51782 0.0191 0.1156 -0.1042 -0.144
Cl 2.02299 3.01916 9.93214 0.0725 -0.0281 0.0103 -0.170
H 2.65075 2.49241 7.71731 -0.1236 0.2822 0.2087 -0.215
H 3.64130 3.81134 8.40546 -0.3493 0.0065 0.0422 0.269
C 4.81331 -2.59052 -0.48323 0.3794 -0.3228 -0.3460 -0.498
Cl 3.51037 -2.85466 -1.64856 0.5214 -0.1486 0.1095 -0.049
Cl 4.28865 -1.52596 0.82701 0.1946 0.1552 -0.8318 -0.093
H 5.11363 -3.55263 -0.06124 -0.1770 0.2591 -0.0580 0.274
H 5.66192 -2.13161 -0.99632 -0.2930 -0.0147 0.1468 0.364
C -4.77088 -1.29857 -1.19002 -0.3840 0.1234 0.2030 -0.248
Cl -3.56819 -2.50050 -1.67407 -0.5437 -0.3199 0.0750 -0.193
Cl -4.29278 0.32325 -1.70618 -0.1596 -0.0391 0.0570 -0.126
H -5.72987 -1.54987 -1.64948 0.3429 0.0505 0.0035 0.298
H -4.86853 -1.31124 -0.10176 0.1762 0.0142 -0.2932 0.248
C -5.35607 -4.12722 5.22342 -0.3775 -0.1463 0.0993 -0.257
Cl -4.68725 -2.52239 4.90311 -0.2404 0.1066 -0.0447 -0.149
Cl -4.11853 -5.37793 5.05167 -0.0585 -0.0271 0.0331 -0.136
H -5.74804 -4.15225 6.24306 0.2240 0.0424 -0.2462 0.264
H -6.16257 -4.32481 4.51312 0.3106 0.0803 0.1096 0.267
C -1.32244 1.98061 -5.29205 -0.2017 0.2112 0.3136 -0.275
Cl -0.59392 2.42966 -6.83899 0.0056 0.1003 -0.0054 -0.154
Cl -1.16496 0.24507 -4.99480 -0.0923 0.0131 -0.1095 -0.120
H -0.81906 2.52600 -4.49012 -0.0182 -0.2182 -0.2467 0.265
H -2.38279 2.24400 -5.30836 0.2843 -0.1608 -0.0980 0.290
C -1.62156 4.93787 -9.80995 0.4263 -0.0942 0.0695 -0.039
Cl -2.92450 4.67373 -10.97528 0.0052 -0.0854 0.0430 -0.173
Cl -2.14621 6.00243 -8.49971 0.1059 -0.0556 -0.0056 -0.149
H -1.32124 3.97575 -9.38796 -0.2291 0.2405 -0.0731 0.090
H -0.77295 5.39677 -10.32304 -0.3237 -0.0315 0.1033 0.260
C 3.27014 -4.39178 -4.99519 0.1542 -0.3267 -0.0668 -0.342
Cl 4.51718 -3.13958 -4.94741 0.0838 -0.1110 -0.1804 -0.145
Cl 1.68095 -3.72195 -4.60648 -0.0884 -0.0870 0.0019 -0.104
H 3.23833 -4.82408 -5.99820 -0.0355 0.2439 0.2395 0.334
H 3.51705 -5.16777 -4.26659 -0.0884 0.3114 -0.0880 0.263
C -1.72642 5.18546 5.69605 0.2533 0.2789 0.0068 -0.046
Cl -2.40352 4.81368 7.28624 0.0797 0.0945 -0.0057 -0.143
Cl -2.39569 4.11941 4.45472 0.0605 0.0388 -0.0991 -0.152
H -1.96418 6.22111 5.44145 -0.0672 -0.3247 0.0731 0.275
H -0.64227 5.05373 5.73134 -0.3183 -0.1223 0.0241 0.061
C -2.89671 4.44740 -14.54908 -0.2907 0.0578 0.2319 0.130
Cl -1.89044 3.00475 -14.72678 -0.0640 -0.0405 0.1017 -0.152
Cl -2.39489 5.71543 -15.67405 -0.0805 0.0665 0.0339 -0.157
H -3.93713 4.18269 -14.75253 0.3241 0.0302 -0.0771 0.274
H -2.80439 4.82187 -13.52671 0.1222 -0.1048 -0.3996 -0.090



# 3
22
Properties=species:S:1:pos:R:3:forces:R:3:mulliken_charge:R:1 method="wB97M-V/def2-TZVPD" multiplicity=1 relative_energy_kcal_mol=24.3 orbital_gap_ha=0.3602 lumo_energy_ev=0.86 charge=0 fmax_ev_per_a=0.4 smiles="CC(C)=C[C@](C)(N)C=O"
C 0.48416 0.42062 1.03339 -0.0536 -0.0920 -0.2098 1.762
C 0.93885 1.76681 1.59011 -0.1500 -0.3372 0.0260 -1.856
C -0.10072 -1.72858 -1.14737 0.0409 -0.0899 0.0768 -1.465
C -1.20762 0.10037 -2.49216 0.0752 0.1136 0.0191 -1.443
C -0.49182 -0.28783 -1.23552 0.0323 0.2282 0.0327 1.285
N 1.59630 -0.51075 0.94755 0.1718 -0.0006 0.1504 -0.714
C -0.68906 -0.15557 1.79747 -0.0493 0.1155 0.1860 -0.249
C -0.22643 0.62580 -0.30148 0.1712 0.2166 -0.1475 -1.296
O -0.84365 -1.33220 2.00145 0.0641 -0.1222 0.1939 -0.500
H 2.31166 -0.25887 1.62161 -0.1049 -0.0596 -0.0172 0.261
H 1.25455 -1.43468 1.19655 0.1163 -0.0317 0.0221 0.288
H -1.46418 0.58338 2.07372 -0.1019 -0.0031 0.0377 0.340
H -0.57158 1.63912 -0.45352 -0.1189 0.1384 -0.1509 0.196
H 0.10729 2.46641 1.64537 -0.0400 0.0664 -0.0060 0.416
H 1.70563 2.18176 0.94294 0.0759 0.0905 -0.1014 0.413
H 1.35300 1.64277 2.58967 0.0348 0.0169 0.0935 0.467
H -0.60681 -2.20546 -0.30510 0.0323 -0.0865 0.0079 0.289
H 0.97111 -1.81346 -0.98626 0.0189 -0.1001 -0.0203 0.334
H -0.36699 -2.25676 -2.05951 -0.0325 -0.0577 -0.0367 0.416
H -2.07753 -0.53735 -2.63873 -0.1032 -0.0712 -0.0685 0.364
H -1.53085 1.13752 -2.47104 -0.0290 0.0894 -0.0344 0.344
H -0.54525 -0.04315 -3.34921 -0.0505 -0.0238 -0.0532 0.347